A gas-phase ion, C11H20NSi (charge +1) in a non-equilibrium geometry. Source: the Open Molecules 2025 dataset; level of theory: ωB97M-V with the def2-TZVPD basis set.

Kohn-Sham gap	7.7	eV
energy above the lowest of the compared OMol25 structures with the same formula, charge and spin	246.8	kJ/mol
net charge	+1
lowest unoccupied orbital energy	-3.13	eV
structure (SMILES)	C[NH+](C)/C=C1\C=CC=C[C@H]1[SiH](C)C

CARTESIAN COORDINATES (ANGSTROEM)
C 2.73 -1.10 -1.00
C 1.59 -1.72 -1.43
C 2.58 0.13 -0.24
C 0.24 -1.18 -1.17
C 1.36 0.69 -0.13
C 0.18 0.20 -0.76
C -0.34 3.28 -1.18
C -1.50 2.46 0.89
C 1.00 -2.55 1.80
C -2.04 -1.81 1.22
C -0.97 0.90 -0.89
N -1.27 2.29 -0.61
Si -0.37 -2.43 0.46
H 3.77 -1.29 -1.04
H 1.53 -2.77 -1.92
H 3.53 0.41 0.12
H -0.46 -1.67 -1.94
H 1.37 1.64 0.55
H -0.04 2.88 -2.08
H -0.79 4.10 -1.52
H 0.57 3.46 -0.58
H -0.47 2.52 1.48
H -2.07 3.42 0.90
H -2.05 1.72 1.32
H 1.71 -3.33 1.51
H 1.51 -1.70 1.89
H 0.44 -2.68 2.88
H -2.00 -0.79 1.44
H -2.83 -1.79 0.52
H -2.27 -2.64 2.01
H -1.80 0.44 -1.20
H -2.22 2.52 -0.87
H -0.62 -3.60 -0.42

=====

A single C11H20OSi molecule in a non-equilibrium geometry. Source: the Open Molecules 2025 dataset; level of theory: ωB97M-V with the def2-TZVPD basis set.

Kohn-Sham gap	9.5	eV
energy above the lowest of the compared OMol25 structures with the same formula, charge and spin	359.0	kJ/mol
net charge	0
lowest unoccupied orbital energy	1.01	eV
structure (SMILES)	C=C(OCC)[Si](C)(C1CC1)C1CC1

CARTESIAN COORDINATES (ANGSTROEM)
C -1.53 -1.45 -1.32
C -1.16 -0.89 -0.15
C 2.86 -0.17 -1.83
C 2.09 -1.30 -2.32
C 2.00 2.00 1.13
C 0.83 2.48 0.37
C 1.35 -0.28 -1.57
C 0.79 1.20 1.07
C -4.14 0.53 1.77
C 1.60 -1.88 1.22
C -3.47 -0.06 0.49
O -2.07 -0.34 0.70
Si 0.66 -0.52 0.23
H -0.72 -1.47 -2.04
H -2.45 -1.58 -1.78
H 3.54 -0.29 -0.97
H 3.12 0.58 -2.57
H 1.95 -1.69 -3.30
H 2.24 -2.17 -1.78
H 2.94 1.76 0.77
H 2.17 2.52 2.07
H 0.28 3.31 0.74
H 0.90 2.41 -0.66
H 0.85 0.53 -2.24
H 0.23 1.33 2.00
H -4.04 -0.05 2.68
H -3.64 1.39 1.90
H -5.18 0.63 1.54
H 1.07 -2.75 1.32
H 2.37 -2.11 0.50
H 2.07 -1.42 2.10
H -3.46 0.72 -0.33
H -4.04 -0.96 0.26

=====

2 unconnected molecules or ions with the total composition C11H21ClFN2O3 in a non-equilibrium geometry. Source: the Open Molecules 2025 dataset; level of theory: ωB97M-V with the def2-TZVPD basis set.

Kohn-Sham gap	7.3	eV
net charge	-1
lowest unoccupied orbital energy	2.99	eV

CARTESIAN COORDINATES (ANGSTROEM)
N -2.67 0.25 0.81
C -1.55 0.60 -0.07
C -2.05 1.55 -1.20
C -2.75 0.84 -2.40
C -1.83 0.59 -3.65
F -0.54 1.14 -3.53
C -0.75 -0.65 -0.58
C -0.94 -1.95 0.28
C -2.26 -2.73 0.02
Cl -2.68 -2.95 -1.73
C -0.53 1.45 0.80
O 0.48 1.95 0.26
O -0.74 1.67 2.03
H -3.36 0.98 0.87
H -2.36 -0.08 1.72
H -1.25 2.26 -1.50
H -2.84 2.20 -0.73
H -3.06 -0.17 -2.05
H -3.64 1.39 -2.77
H -2.27 1.01 -4.58
H -1.69 -0.49 -3.86
H -0.91 -0.89 -1.65
H 0.33 -0.38 -0.49
H -0.96 -1.61 1.35
H -0.05 -2.60 0.20
H -2.11 -3.76 0.42
H -3.09 -2.31 0.62
C 5.37 0.14 1.81
C 4.22 -0.56 1.11
O 4.40 -1.47 0.31
N 2.97 -0.14 1.40
C 2.56 0.91 2.32
H 6.30 -0.30 1.47
H 5.37 1.20 1.55
H 5.28 0.01 2.89
H 2.25 -0.64 0.91
H 1.91 0.48 3.08
H 2.00 1.66 1.76
H 3.41 1.39 2.80

=====

A molecular structure, C11H21F2NO7Ti in a non-equilibrium geometry. Source: the Open Molecules 2025 dataset; level of theory: ωB97M-V with the def2-TZVPD basis set.

Kohn-Sham gap (spin up / spin down)	7.3 / 7.3	eV
2S+1	3
net charge	0
lowest unoccupied orbital energy (spin up / spin down)	0.48 / -0.65	eV

CARTESIAN COORDINATES (ANGSTROEM)
Ti -0.12 0.19 -0.68
C 2.91 -1.99 -0.33
C 1.69 -2.52 -1.11
O 0.44 -2.08 -0.59
C -0.05 -2.75 0.56
C 0.42 -2.06 1.82
O 0.24 -0.67 1.62
C 0.48 0.11 2.77
C 0.31 1.56 2.37
O -0.73 1.59 1.40
C -1.24 2.88 1.13
C -1.93 2.79 -0.22
O -1.22 1.94 -1.11
C 0.20 2.16 -1.28
C 2.08 0.24 -0.51
O 2.66 -0.80 0.34
H 3.73 -1.88 -1.05
H 3.23 -2.71 0.42
H 1.71 -3.61 -1.13
H 1.71 -2.17 -2.14
H 0.27 -3.80 0.55
H -1.14 -2.71 0.50
H 1.47 -2.26 2.04
H -0.19 -2.40 2.66
H 1.50 -0.05 3.13
H -0.23 -0.17 3.55
H 1.22 1.96 1.92
H 0.05 2.15 3.24
H -0.44 3.61 1.13
H -1.97 3.16 1.89
H -2.01 3.79 -0.67
H -2.93 2.37 -0.13
H 0.59 2.92 -0.61
H 0.41 2.40 -2.31
H 2.43 1.17 -0.05
H 2.58 0.19 -1.49
F -1.06 -1.49 -2.85
C -0.22 -0.40 -2.72
F -0.82 0.60 -3.48
H 0.67 -0.67 -3.29
O -3.45 -0.85 1.30
N -2.90 -0.23 0.40
O -1.74 -0.54 -0.17

=====

A gas-phase ion, C11H21N2 (charge +1) in a non-equilibrium geometry. Source: the Open Molecules 2025 dataset; level of theory: ωB97M-V with the def2-TZVPD basis set.

Kohn-Sham gap	9.9	eV
energy above the lowest of the compared OMol25 structures with the same formula, charge and spin	12.4	kJ/mol
net charge	+1
lowest unoccupied orbital energy	-2.50	eV
structure (SMILES)	CC[n+]1c(C)c(C)n(C)c1C(C)C

CARTESIAN COORDINATES (ANGSTROEM)
C -1.27 -1.29 -0.04
C -1.65 0.00 -0.24
C 0.59 0.03 -0.15
C -1.88 -2.59 0.23
C -3.09 0.42 -0.31
C -1.14 2.93 0.81
C 2.68 -0.28 -1.35
C 2.71 0.51 1.04
C 0.99 -2.40 0.13
C -0.75 2.26 -0.52
C 1.93 0.48 -0.28
N 0.16 -1.21 0.00
N -0.62 0.82 -0.45
H -1.68 -3.46 -0.42
H -1.52 -2.84 1.28
H -2.90 -2.49 0.39
H -3.09 1.32 0.45
H -3.44 0.57 -1.28
H -3.69 -0.45 0.10
H -1.05 3.94 0.73
H -0.31 2.69 1.54
H -2.11 2.54 1.24
H 3.47 0.36 -1.83
H 2.09 -0.59 -2.20
H 3.10 -1.20 -1.00
H 2.84 -0.57 1.38
H 1.97 0.81 1.93
H 3.60 1.04 0.99
H 1.89 -2.26 0.72
H 0.38 -3.09 0.59
H 1.24 -2.73 -0.92
H 0.13 2.66 -0.83
H -1.48 2.37 -1.27
H 1.88 1.66 -0.47

=====

A single C11H21N3O4 molecule in a non-equilibrium geometry. Source: the Open Molecules 2025 dataset; level of theory: ωB97M-V with the def2-TZVPD basis set.

Kohn-Sham gap	10.4	eV
energy above the lowest of the compared OMol25 structures with the same formula, charge and spin	292.4	kJ/mol
net charge	0
lowest unoccupied orbital energy	0.31	eV
structure (SMILES)	CC[C@H](C)[C@H](NC(=O)[C@@H](N)CCC(N)=O)C(=O)O

CARTESIAN COORDINATES (ANGSTROEM)
C -1.16 1.40 0.34
C -0.30 0.88 -0.84
C -2.16 0.33 0.78
C -3.28 0.17 -0.32
C -3.87 -1.20 -0.29
C 1.56 -0.71 -0.68
C 1.83 -2.16 -0.56
C 2.25 0.17 0.49
C 1.78 -0.50 1.79
C 3.67 0.20 0.27
C 3.93 1.01 -0.97
H -1.31 3.43 -0.18
H -2.02 2.77 1.12
H -0.43 1.45 1.23
H -2.60 0.58 1.71
H -1.64 -0.65 0.93
H -2.83 0.50 -1.29
H -4.11 0.89 -0.03
H -5.66 -0.33 -0.76
H -5.95 -1.96 -0.29
H -0.41 -0.99 -1.31
H 1.95 -0.36 -1.66
H 1.99 1.22 0.37
H 2.49 -0.31 2.60
H 0.84 -0.22 2.15
H 1.76 -1.62 1.65
H 4.09 0.79 1.13
H 4.20 -0.83 0.29
H 3.90 0.25 -1.85
H 4.94 1.45 -0.96
H 3.12 1.79 -1.01
H -0.02 -2.26 -0.06
N -1.86 2.65 0.15
N -5.26 -1.25 -0.59
N 0.11 -0.43 -0.62
O 0.06 1.53 -1.86
O -3.28 -2.21 -0.04
O 2.97 -2.59 -0.62
O 0.70 -2.88 -0.19

=====

A single C11H21N3O5 molecule in a non-equilibrium geometry. Source: the Open Molecules 2025 dataset; level of theory: ωB97M-V with the def2-TZVPD basis set.

Kohn-Sham gap	9.9	eV
energy above the lowest of the compared OMol25 structures with the same formula, charge and spin	189.4	kJ/mol
net charge	0
lowest unoccupied orbital energy	0.31	eV
structure (SMILES)	NCCCC[C@H](NC(=O)[C@@H](N)CCC(=O)O)C(=O)O

CARTESIAN COORDINATES (ANGSTROEM)
C -0.86 0.11 2.48
C -1.55 0.63 1.15
C -0.08 1.36 3.16
C 1.41 1.30 2.70
C 1.34 1.56 1.26
C -1.94 0.06 -1.13
C -3.41 0.43 -1.47
C -1.35 -0.96 -2.07
C 0.15 -1.12 -1.72
C 1.10 -1.97 -2.57
C 2.43 -1.50 -1.94
H 0.30 -1.36 3.11
H 0.61 -1.27 1.53
H -1.78 -0.17 3.07
H -0.09 1.21 4.28
H -0.47 2.32 2.85
H 1.83 0.31 2.88
H 1.98 2.09 3.32
H 1.56 3.14 0.23
H -1.71 -1.26 0.50
H -1.19 0.89 -1.13
H -1.98 -1.91 -2.02
H -1.43 -0.53 -3.01
H 0.61 -0.19 -1.60
H 0.06 -1.46 -0.73
H 1.01 -1.72 -3.59
H 0.98 -3.05 -2.19
H 3.08 -2.24 -2.43
H 2.39 -1.77 -0.85
H 2.65 0.43 -1.47
H 3.99 -0.27 -1.80
H -3.35 1.84 -0.37
N -0.14 -1.12 2.26
N -1.95 -0.32 0.30
N 3.00 -0.21 -2.16
O -1.80 1.77 0.96
O 0.94 0.87 0.28
O 1.64 2.87 1.11
O -3.99 -0.21 -2.33
O -4.01 1.42 -0.84

=====

A single C11H21N3O5 molecule in a non-equilibrium geometry. Source: the Open Molecules 2025 dataset; level of theory: ωB97M-V with the def2-TZVPD basis set.

Kohn-Sham gap	9.3	eV
energy above the lowest of the compared OMol25 structures with the same formula, charge and spin	566.1	kJ/mol
net charge	0
lowest unoccupied orbital energy	0.43	eV
structure (SMILES)	NCCCC[C@H](N)C(=O)N[C@@H](CCC(=O)O)C(=O)O

CARTESIAN COORDINATES (ANGSTROEM)
C -0.27 0.61 0.84
C -1.24 -0.13 -0.27
C -0.22 2.07 0.78
C 0.44 2.57 2.19
C 1.53 3.70 2.00
C 2.77 3.14 1.15
C -1.31 -1.56 -2.05
C -2.19 -0.81 -3.10
C -2.04 -2.62 -1.42
C -1.48 -3.30 -0.21
C -0.17 -4.03 -0.49
H 1.99 0.72 1.14
H 1.19 -0.83 1.19
H -0.72 0.18 1.77
H -1.14 2.58 0.67
H 0.38 2.24 -0.13
H -0.29 3.14 2.76
H 0.60 1.66 2.89
H 2.03 4.29 2.89
H 1.05 4.61 1.51
H 3.61 3.90 1.16
H 2.08 3.17 0.14
H 3.71 1.15 1.01
H 3.49 1.70 2.68
H 0.59 -0.81 -1.18
H -0.58 -2.07 -2.58
H -3.11 -2.33 -1.08
H -2.24 -3.50 -2.04
H -2.06 -4.04 0.31
H -1.23 -2.37 0.41
H -1.32 -4.75 -2.06
H -1.01 0.53 -2.89
N 1.15 0.09 0.71
N 3.09 1.74 1.54
N -0.53 -0.85 -1.10
O -2.51 -0.32 -0.22
O -2.88 -1.51 -3.78
O 0.91 -3.76 0.04
O -0.24 -4.74 -1.79
O -1.83 0.52 -3.42